# C40H110N10O10

A 10-piece molecular cluster, C40H110N10O10 overall (ωB97M-V/def2-TZVPD, OMol25).

Each line ends with the Löwdin charge.
Atoms and positions in Å:
C  17.131  17.586  17.064  -0.04
C  16.268  16.580  17.820  -0.45
C  15.685  17.129  19.127  -0.18
O  14.904  18.257  18.789  -0.22
C  14.483  19.058  19.909  -0.08
N  15.336  15.915  16.989  0.06
H  17.954  17.968  17.668  0.08
H  16.514  18.453  16.826  0.05
H  17.574  17.194  16.148  0.08
H  16.758  15.622  17.997  0.13
H  16.508  17.446  19.768  0.13
H  15.019  16.377  19.549  0.12
H  13.938  19.942  19.577  0.08
H  15.351  19.439  20.446  0.08
H  13.847  18.501  20.597  0.08
H  14.896  16.695  16.521  0.02
H  14.683  15.440  17.596  0.06
C  13.287  20.084  15.113  -0.04
C  13.471  18.636  15.667  -0.39
C  12.227  17.837  16.000  -0.16
O  12.637  16.521  16.367  -0.21
C  11.520  15.671  16.523  -0.08
N  14.318  17.984  14.695  0.05
H  14.232  20.602  14.951  0.06
H  12.683  20.678  15.799  0.07
H  12.688  20.172  14.206  0.06
H  14.084  18.693  16.566  0.10
H  11.466  17.769  15.223  0.12
H  11.664  18.198  16.860  0.12
H  11.649  14.709  17.017  0.08
H  11.067  15.543  15.540  0.08
H  10.822  16.175  17.192  0.07
H  14.155  16.987  14.683  0.06
H  15.283  18.195  14.906  0.06
C  10.123  13.894  19.864  -0.05
C  10.278  12.749  20.820  -0.38
C  9.231  11.593  20.684  -0.20
O  9.484  10.529  21.576  -0.21
C  8.680  9.334  21.344  -0.07
N  11.602  12.141  20.500  0.03
H  10.748  14.689  20.270  0.09
H  9.064  14.152  19.837  0.09
H  10.434  13.583  18.867  0.05
H  10.284  13.103  21.851  0.14
H  9.263  11.113  19.706  0.12
H  8.261  12.041  20.904  0.12
H  8.690  8.623  22.170  0.09
H  9.131  8.840  20.483  0.08
H  7.662  9.540  21.013  0.08
H  11.594  12.240  19.495  0.03
H  11.495  11.198  20.848  0.08
C  15.615  21.709  17.426  -0.04
C  16.939  22.297  16.828  -0.43
C  17.079  22.072  15.331  -0.20
O  17.118  20.714  14.830  -0.21
C  18.411  20.077  15.005  -0.08
N  16.851  23.712  17.143  0.03
H  15.452  22.019  18.458  0.08
H  15.553  20.621  17.412  0.05
H  14.774  22.068  16.834  0.06
H  17.817  21.919  17.354  0.13
H  17.942  22.664  15.028  0.12
H  16.215  22.516  14.837  0.12
H  18.450  19.039  14.674  0.08
H  18.551  20.099  16.086  0.08
H  19.152  20.610  14.409  0.09
H  15.942  24.061  16.876  0.07
H  17.534  24.120  16.521  0.06
C  11.461  23.579  14.711  -0.07
C  12.590  23.929  13.741  -0.45
C  12.202  23.611  12.212  -0.21
O  11.094  24.385  11.927  -0.19
C  10.700  24.329  10.566  -0.09
N  12.939  25.256  13.876  0.03
H  11.295  22.503  14.664  0.06
H  10.530  24.045  14.388  0.07
H  11.597  23.765  15.776  0.08
H  13.352  23.261  14.142  0.12
H  12.095  22.539  12.048  0.11
H  13.036  23.851  11.552  0.11
H  9.706  24.699  10.315  0.08
H  10.845  23.334  10.145  0.09
H  11.216  25.157  10.079  0.09
H  13.747  25.395  13.287  0.08
H  12.247  25.868  13.469  0.08
C  8.776  12.413  12.437  -0.07
C  8.871  13.893  12.768  -0.43
C  10.312  14.441  12.502  -0.19
O  11.242  13.706  13.273  -0.22
C  12.591  14.186  13.123  -0.08
N  7.837  14.701  12.113  0.05
H  8.812  12.276  11.356  0.08
H  7.816  12.039  12.791  0.08
H  9.577  11.798  12.848  0.08
H  8.678  13.829  13.839  0.11
H  10.372  15.499  12.756  0.11
H  10.655  14.359  11.471  0.12
H  13.313  13.632  13.723  0.08
H  12.641  15.230  13.431  0.08
H  12.891  14.097  12.079  0.08
H  8.068  14.725  11.131  0.07
H  6.977  14.177  12.186  0.07
C  16.608  16.823  11.993  -0.04
C  15.993  15.674  11.189  -0.45
C  16.653  15.385  9.822  -0.21
O  16.392  16.379  8.848  -0.17
C  15.067  16.119  8.279  -0.09
N  15.974  14.476  11.983  0.04
H  16.092  17.205  12.874  0.05
H  16.703  17.732  11.398  0.07
H  17.596  16.434  12.239  0.08
H  14.947  15.902  10.984  0.11
H  16.292  14.412  9.487  0.11
H  17.716  15.160  9.913  0.13
H  14.884  15.079  8.009  0.08
H  15.025  16.748  7.390  0.09
H  14.194  16.420  8.857  0.07
H  15.430  13.781  11.492  0.07
H  15.577  14.572  12.906  0.06
C  8.163  15.694  16.114  -0.05
C  7.256  16.776  16.807  -0.39
C  8.002  17.658  17.828  -0.22
O  8.533  16.844  18.837  -0.19
C  9.429  17.540  19.703  -0.09
N  6.633  17.661  15.788  0.03
H  8.652  15.174  16.938  0.06
H  8.847  16.331  15.553  0.06
H  7.714  15.065  15.346  0.06
H  6.426  16.244  17.270  0.13
H  7.333  18.403  18.259  0.13
H  8.713  18.293  17.299  0.12
H  9.055  18.443  20.186  0.09
H  10.326  17.807  19.145  0.07
H  9.844  16.868  20.454  0.07
H  7.308  18.317  15.422  0.06
H  6.384  17.058  15.017  0.06
C  15.529  19.969  8.549  -0.07
C  14.130  20.008  8.976  -0.48
C  13.824  19.298  10.304  -0.16
O  12.410  19.397  10.676  -0.19
C  11.999  18.489  11.649  -0.14
N  13.700  21.403  9.052  0.06
H  16.198  20.488  9.234  0.09
H  15.638  20.406  7.556  0.09
H  15.899  18.944  8.528  0.06
H  13.505  19.439  8.289  0.14
H  14.416  19.781  11.081  0.13
H  14.214  18.287  10.184  0.10
H  11.902  17.484  11.238  0.07
H  11.003  18.780  11.983  0.09
H  12.666  18.408  12.507  0.06
H  14.302  21.769  9.776  0.06
H  12.796  21.297  9.489  0.05
C  15.756  11.700  17.705  -0.07
C  14.359  12.207  18.088  -0.42
C  13.217  11.848  17.101  -0.16
O  11.940  12.277  17.535  -0.25
C  10.942  12.027  16.570  -0.10
N  14.131  11.642  19.394  0.03
H  16.558  11.983  18.387  0.07
H  16.046  12.119  16.741  0.07
H  15.899  10.621  17.647  0.08
H  14.470  13.278  18.258  0.11
H  13.176  10.773  16.927  0.13
H  13.505  12.369  16.187  0.12
H  11.287  12.277  15.567  0.08
H  10.012  12.538  16.821  0.08
H  10.697  10.965  16.587  0.09
H  14.702  12.219  19.994  0.07
H  13.253  11.847  19.848  0.00

Its energy above the lowest of the compared OMol25 structures with the same formula, charge and spin is 4.544 eV. Its total energy is -78631.2232 eV. As for the SMILES: COC[C@H](C)N.COC[C@H](C)N.COC[C@H](C)N.COC[C@H](C)N.COC[C@H](C)N.COC[C@H](C)N.COC[C@H](C)N.COC[C@H](C)N.COC[C@H](C)N.COC[C@H](C)N.


# C20H60O10

A 10-piece molecular cluster, C20H60O10 overall (ωB97M-V/def2-TZVPD, OMol25).

Each line ends with the Löwdin charge.
Atoms and positions in Å:
C  -3.391  3.360  0.268  -0.09
C  -2.402  4.074  1.209  -0.28
O  -1.981  3.081  2.126  -0.10
H  -3.001  2.370  0.015  0.06
H  -3.568  3.823  -0.706  0.07
H  -4.341  3.153  0.765  0.07
H  -2.950  4.871  1.718  0.11
H  -1.600  4.513  0.613  0.11
H  -1.047  2.927  1.939  0.09
C  4.357  -2.400  -3.437  -0.09
C  3.514  -1.272  -4.001  -0.32
O  2.984  -0.544  -2.896  -0.11
H  4.572  -3.207  -4.141  0.07
H  3.814  -2.942  -2.661  0.08
H  5.287  -1.975  -3.061  0.06
H  2.703  -1.737  -4.575  0.11
H  4.068  -0.540  -4.595  0.11
H  2.351  0.070  -3.295  0.04
C  -4.754  -1.200  2.840  -0.09
C  -3.930  -0.149  2.132  -0.32
O  -3.243  0.582  3.133  -0.08
H  -5.530  -1.657  2.226  0.06
H  -5.278  -0.751  3.689  0.08
H  -4.195  -1.978  3.363  0.07
H  -4.612  0.598  1.697  0.11
H  -3.342  -0.506  1.278  0.09
H  -2.939  1.381  2.677  0.04
C  -3.255  -3.929  1.240  -0.09
C  -4.569  -3.951  0.510  -0.33
O  -5.407  -4.957  1.099  -0.07
H  -2.549  -4.659  0.848  0.07
H  -3.294  -3.926  2.327  0.07
H  -2.836  -2.938  1.029  0.06
H  -4.388  -4.123  -0.556  0.11
H  -5.025  -2.958  0.514  0.09
H  -6.225  -5.009  0.596  0.08
C  3.564  -1.020  4.098  -0.08
C  3.889  0.417  4.406  -0.30
O  3.650  1.237  3.273  -0.10
H  4.056  -1.364  3.185  0.06
H  2.508  -1.128  3.839  0.07
H  3.880  -1.772  4.822  0.08
H  4.910  0.525  4.787  0.11
H  3.254  0.866  5.174  0.10
H  4.285  0.939  2.609  0.07
C  1.655  1.311  -6.307  -0.08
C  1.376  1.994  -4.965  -0.27
O  0.800  0.982  -4.118  -0.14
H  2.051  2.036  -7.024  0.07
H  0.716  0.899  -6.679  0.07
H  2.393  0.517  -6.214  0.06
H  0.708  2.849  -5.071  0.11
H  2.312  2.236  -4.462  0.11
H  -0.019  0.665  -4.541  0.05
C  4.815  -0.346  -0.203  -0.08
C  5.922  -0.947  0.624  -0.31
O  5.923  -0.400  1.937  -0.09
H  4.911  0.741  -0.125  0.09
H  3.774  -0.620  -0.029  0.07
H  4.906  -0.566  -1.266  0.04
H  6.895  -0.796  0.147  0.11
H  5.788  -2.036  0.677  0.11
H  6.835  -0.502  2.226  0.09
C  -3.739  0.109  -3.611  -0.06
C  -2.929  0.367  -4.894  -0.29
O  -1.763  1.158  -4.730  -0.09
H  -3.157  -0.268  -2.772  0.06
H  -4.513  -0.605  -3.886  0.08
H  -4.127  1.088  -3.322  0.08
H  -3.629  0.844  -5.585  0.11
H  -2.628  -0.587  -5.327  0.11
H  -2.050  2.042  -4.477  0.11
C  -0.796  2.212  5.171  -0.08
C  0.342  1.460  4.531  -0.32
O  1.190  2.377  3.813  -0.10
H  -0.430  2.871  5.958  0.08
H  -1.539  1.516  5.559  0.08
H  -1.261  2.802  4.384  0.05
H  -0.039  0.782  3.761  0.09
H  0.945  0.916  5.263  0.10
H  1.995  1.887  3.570  0.02
C  -0.004  -0.537  0.973  -0.07
C  0.047  -0.710  -0.560  -0.29
O  -1.076  0.038  -1.027  -0.09
H  0.737  -1.081  1.558  0.07
H  -0.904  -1.038  1.357  0.05
H  -0.237  0.496  1.225  0.07
H  -0.088  -1.737  -0.907  0.11
H  1.063  -0.388  -0.806  0.09
H  -1.171  -0.226  -1.949  0.05

Its energy above the lowest of the compared OMol25 structures with the same formula, charge and spin is 2.006 eV. Its total energy is -42184.7924 eV. As for the SMILES: CCO.CCO.CCO.CCO.CCO.CCO.CCO.CCO.CCO.CCO.


# CH6S4

A 2-piece molecular cluster, CH6S4 overall (ωB97M-V/def2-TZVPD, OMol25).

Each line ends with the Löwdin charge.
Atoms and positions in Å:
S  3.062  -0.391  0.328  0.24
S  3.789  -2.556  -0.046  0.27
H  3.590  0.046  -0.836  -0.23
H  2.859  -2.927  0.785  -0.28
C  -1.435  -0.172  0.288  -0.51
S  -2.615  0.760  -0.715  0.33
S  -2.092  2.866  -0.565  0.25
H  -1.852  -1.237  0.480  0.07
H  -1.520  0.430  1.248  0.03
H  -0.423  -0.105  -0.078  -0.01
H  -3.364  3.286  -0.889  -0.19

Its energy above the lowest of the compared OMol25 structures with the same formula, charge and spin is 1.304 eV. Its total energy is -44473.9141 eV. As for the SMILES: CSS.SS.